*w*
Formula: C2H7N4O
Source: the OMol25 dataset
Level of theory: wB97M-V/def2-TZVPD

## Properties
charge: +1
highest occupied orbital energy: -13.225 eV
LUMO level: -0.155 Ha
spin multiplicity: 1
frontier orbital gap: 0.331 hartree

Positions of all 14 atoms, in Å:
C  -0.07253  -0.49102  0.11539
C  -0.99407  0.64513  1.71200
N  0.23695  0.34399  -0.69851
N  -0.00712  -1.70585  0.59072
N  -1.18386  1.79401  1.17147
N  1.26283  -0.12930  -2.07318
O  -1.11367  -0.05494  2.63241
H  -0.44412  -1.91253  1.47981
H  0.43581  -2.47321  0.10974
H  -0.85913  1.95514  0.22110
H  -1.60861  2.56028  1.68603
H  0.71803  -0.61612  -2.77979
H  1.57677  0.77417  -2.41123
H  2.05273  -0.68975  -1.75597

=====

*x*
Formula: C2H7N4O
Source: the OMol25 dataset
Level of theory: wB97M-V/def2-TZVPD

## Properties
SMILES: NC(=O)NCN=[NH2+]
charge: +1
highest occupied orbital energy: -14.254 eV
LUMO level: -0.216 Ha
spin multiplicity: 1
frontier orbital gap: 0.308 hartree

Positions of all 14 atoms, in Å:
N  -1.10095  -2.37426  0.03833
C  -0.67815  -1.11735  0.19972
O  -1.30365  -0.24421  0.78143
N  0.56416  -0.82062  -0.33059
C  1.06766  0.50435  -0.12164
N  0.05676  1.42657  -0.46028
N  -0.07801  2.51750  0.10582
H  -0.55339  -3.07983  -0.42248
H  -1.99316  -2.63892  0.42111
H  1.02519  -1.44420  -0.97071
H  1.88909  0.67494  -0.83053
H  1.46089  0.63973  0.90430
H  -0.83691  3.11529  -0.22400
H  0.48047  2.84100  0.90951

=====

*y*
Formula: C2H7N4O
Source: the OMol25 dataset
Level of theory: wB97M-V/def2-TZVPD

## Properties
charge: +1
highest occupied orbital energy: -13.067 eV
LUMO level: -0.203 Ha
spin multiplicity: 1
frontier orbital gap: 0.278 hartree

Positions of all 14 atoms, in Å:
C  0.44377  -0.04934  -1.72629
C  0.86109  1.37589  1.56753
N  -0.58184  -0.79977  -1.63835
N  0.40490  0.41292  0.86478
N  0.38282  -0.80549  1.36788
N  -1.87603  -0.26537  -1.47225
O  1.35451  0.64174  -1.76889
H  0.92061  2.40262  1.14685
H  1.26285  1.11475  2.51550
H  -0.50673  -1.81805  -1.64085
H  0.98473  -1.05261  2.23313
H  0.53954  -1.45758  0.59446
H  -1.83084  0.81145  -1.49236
H  -2.35937  -0.51116  -0.55114

=====

*z*
Formula: C2H7N4O
Source: the OMol25 dataset
Level of theory: wB97M-V/def2-TZVPD

## Properties
charge: +1
highest occupied orbital energy: -14.206 eV
LUMO level: -0.136 Ha
spin multiplicity: 1
frontier orbital gap: 0.386 hartree

Positions of all 14 atoms, in Å:
C  -3.12278  0.30151  -0.32443
C  2.48302  0.55681  -0.87931
N  -4.21467  0.73269  -0.10005
N  1.46165  0.21286  -0.14447
N  -2.00789  -0.19210  -0.51182
N  -1.14892  -0.91411  0.34790
O  0.71577  1.09408  0.47229
H  3.09761  -0.15991  -1.34900
H  2.85498  1.65988  -1.10670
H  -4.73540  1.53201  -0.14986
H  -0.31575  -1.13412  -0.19616
H  0.89076  1.98602  0.28529
H  -0.73187  -0.31990  1.13602
H  -1.60282  -1.65595  0.87091

=====

Most stable: *x* (next structure +0.0442 hartree)